{"formula": "C2H13NO4", "method": "the ωB97M-V functional and the def2-TZVPD basis", "symbols": ["C", "N", "C", "O", "H", "H", "H", "H", "H", "H", "H", "O", "H", "H", "O", "H", "H", "O", "H", "H"], "coordinates": [[0.772, -2.266, 0.345], [-0.606, -1.661, 0.059], [-0.562, -0.341, -0.539], [-0.314, -0.432, -1.936], [1.324, -2.047, 1.267], [0.611, -3.327, 0.492], [1.483, -2.131, -0.457], [-1.029, -2.352, -0.620], [0.359, 0.062, -0.126], [-1.384, 0.295, -0.194], [-1.099, -0.224, -2.523], [1.061, 2.299, 0.818], [0.393, 1.674, 1.343], [0.606, 3.148, 0.777], [-0.032, 2.848, -2.210], [-0.787, 2.496, -1.836], [0.633, 2.210, -1.966], [-0.705, 0.232, 2.436], [-0.116, -0.047, 3.134], [-0.607, -0.436, 1.736]], "largest_force_ha_per_bohr": 0.063, "orbital_gap_ha": 0.378, "total_charge": 0, "molar_mass_da": 115.129, "e_above_lowest_kj_mol": 151.2, "total_energy_ev": -11963.89981, "spin_multiplicity": 1}